1.
20
Properties=species:S:1:pos:R:3:forces:R:3 method="wB97M-V/def2-TZVPD" gap_ev=8.955 lumo_ev=0.8821 multiplicity=1 charge=0
C 2.596539 -0.531423 -0.437908 1.733 -0.981 -0.596
C 1.340271 -0.421664 0.361243 -0.683 1.967 0.185
C 0.062367 -0.717030 -0.383605 -1.608 -0.887 0.476
C -1.172333 -0.600681 0.182805 0.738 -0.357 -0.366
C -2.335237 -1.516017 -0.026241 -1.260 -1.195 -0.973
N -1.421703 0.270808 1.234355 0.668 0.022 1.337
H 2.570940 -0.163010 -1.468779 -0.603 0.290 0.214
H 3.455228 0.004943 0.015109 -0.503 -0.453 0.008
H 2.882688 -1.588522 -0.578113 0.074 0.273 0.215
H 1.378099 0.588149 0.794588 -0.526 0.320 -0.468
H 1.338514 -0.961966 1.305562 0.333 -0.884 -0.074
H 0.050539 -1.378490 -1.251313 0.519 0.005 0.234
H -2.401445 -2.255282 0.815241 0.297 0.665 -0.511
H -3.335342 -1.056144 -0.073552 0.409 0.455 0.311
H -2.359800 -2.131726 -0.944790 0.687 0.332 0.305
H -2.204383 -0.008483 1.810411 -0.165 0.016 -0.180
H -0.616484 0.302707 1.857709 -0.078 0.514 -0.155
O 0.730015 2.954812 -0.910595 0.572 0.695 0.072
H 0.472841 2.066331 -1.153586 -0.580 -0.177 0.162
H -0.005935 3.444413 -0.522802 -0.026 -0.621 -0.195



2.
9
Properties=species:S:1:pos:R:3:forces:R:3 method="wB97M-V/def2-TZVPD" gap_ev=9.356 lumo_ev=0.1523 multiplicity=1 charge=0
C 1.061594 1.360476 -0.087754 0.232 2.389 -1.037
C 0.192169 0.182600 -0.046564 0.975 -0.437 0.695
C -1.236882 -0.009091 0.263990 0.519 -2.419 1.288
O 2.474078 -0.559761 -1.088216 0.107 -0.042 -0.223
O 1.191480 0.574093 0.892299 -0.327 -0.641 1.766
Cl 1.020784 -1.075809 -1.023995 -0.522 -0.849 -0.415
H -1.695768 0.645996 0.996251 0.032 1.006 -0.817
H -1.411833 -0.979804 0.829860 0.514 0.610 -0.959
H -1.595622 -0.138701 -0.735871 -1.530 0.383 -0.297



Number 1: HOMO -8.07 eV. Number 2: HOMO -9.20 eV.